# 1
ORCA calculation (wB97M-V/def2-TZVPD) on a 7-piece molecular cluster, C28H52O14S5 overall at a distorted geometry.

```
99
C28H52O14S5 wB97M-V/def2-TZVPD
C -11.024 -20.064 -9.033
C -11.891 -21.028 -8.188
C -10.892 -21.964 -7.526
S -9.489 -20.910 -7.019
O -8.237 -21.492 -7.417
O -9.692 -20.524 -5.639
C -9.964 -19.496 -8.091
H -11.706 -19.358 -9.510
H -10.517 -20.510 -9.887
H -12.541 -21.514 -8.922
H -12.606 -20.496 -7.562
H -10.491 -22.696 -8.234
H -11.235 -22.622 -6.728
H -9.109 -19.055 -8.593
H -10.435 -18.798 -7.399
C -5.570 -26.635 -5.580
C -6.339 -25.431 -4.945
C -7.498 -24.893 -5.801
S -7.870 -26.360 -6.821
O -8.418 -25.943 -8.104
O -8.558 -27.358 -6.058
C -6.129 -26.864 -7.012
H -5.835 -27.543 -5.045
H -4.501 -26.467 -5.647
H -5.665 -24.644 -4.605
H -6.716 -25.777 -3.979
H -7.185 -24.064 -6.433
H -8.408 -24.620 -5.275
H -5.637 -26.244 -7.758
H -6.246 -27.895 -7.340
C -12.561 -22.384 -14.384
C -11.135 -22.718 -14.857
C -10.248 -21.686 -14.152
S -10.947 -21.408 -12.500
O -11.079 -19.972 -12.350
O -10.196 -22.200 -11.523
C -12.535 -22.232 -12.868
H -13.299 -23.161 -14.598
H -12.914 -21.532 -14.974
H -11.002 -22.624 -15.931
H -10.992 -23.762 -14.567
H -10.427 -20.771 -14.717
H -9.177 -21.816 -14.015
H -13.354 -21.759 -12.337
H -12.360 -23.236 -12.473
C -10.998 -26.882 -14.452
C -10.529 -27.434 -13.115
C -9.282 -28.285 -13.342
S -8.442 -27.620 -14.822
O -8.377 -28.631 -15.854
O -7.195 -26.965 -14.445
C -9.785 -26.407 -15.248
H -11.742 -26.094 -14.338
H -11.490 -27.694 -14.995
H -11.369 -27.988 -12.697
H -10.278 -26.683 -12.360
H -9.596 -29.308 -13.547
H -8.497 -28.310 -12.589
H -9.840 -26.270 -16.324
H -9.477 -25.445 -14.829
C -1.535 -20.328 -8.489
C -2.758 -21.263 -8.728
C -2.892 -21.511 -10.228
S -2.358 -19.964 -10.993
O -3.509 -19.199 -11.445
O -1.306 -20.309 -11.955
C -1.715 -19.195 -9.496
H -0.695 -20.974 -8.763
H -1.530 -20.107 -7.426
H -3.672 -20.753 -8.400
H -2.660 -22.101 -8.038
H -3.909 -21.679 -10.560
H -2.218 -22.306 -10.535
H -2.571 -18.635 -9.118
H -0.824 -18.610 -9.702
O -7.180 -23.083 -16.756
C -6.024 -23.353 -16.586
O -5.036 -22.783 -17.291
C -3.756 -23.088 -16.758
C -3.983 -24.310 -15.802
C -5.505 -24.418 -15.657
H -3.319 -22.290 -16.164
H -3.055 -23.431 -17.513
H -3.416 -24.177 -14.881
H -3.600 -25.255 -16.193
H -5.765 -24.254 -14.610
H -5.924 -25.394 -15.884
O -4.106 -24.169 -11.698
C -5.206 -24.195 -11.238
O -5.565 -23.388 -10.213
C -6.882 -23.660 -9.715
C -7.583 -24.330 -10.918
C -6.428 -25.035 -11.617
H -7.332 -22.701 -9.489
H -6.806 -24.390 -8.913
H -8.031 -23.574 -11.558
H -8.302 -25.079 -10.591
H -6.518 -24.981 -12.702
H -6.302 -26.083 -11.351
```

For the orbital gap, the calculation gives 10.11 eV. As for the SMILES: O=S1(=O)CCCC1.O=S1(=O)CCCC1.O=S1(=O)CCCC1.O=S1(=O)CCCC1.O=S1(=O)CCCC1.O=C1CCCO1.O=C1CCCO1. The value obtained for the HOMO energy is -9.98 eV. Its energy above the lowest of the compared OMol25 structures with the same formula, charge and spin is 0.965 eV. The total charge is 0. The calculation puts the LUMO energy at 0.131 eV. The value obtained for the total energy is -4142.32033 a.u.

From a Löwdin analysis of the wavefunction, the atomic charges in e read: -0.234 -0.207 -0.214 0.680 -0.335 -0.335 -0.195 0.117 0.067 0.109 0.117 0.101 0.104 0.106 0.100 -0.189 -0.212 -0.196 0.661 -0.350 -0.298 -0.209 0.106 0.108 0.109 0.108 0.090 0.107 0.095 0.102 -0.225 -0.200 -0.202 0.699 -0.325 -0.347 -0.205 0.114 0.120 0.123 0.086 0.108 0.108 0.107 0.099 -0.228 -0.219 -0.206 0.703 -0.328 -0.340 -0.200 0.104 0.121 0.117 0.113 0.105 0.098 0.108 0.085 -0.216 -0.227 -0.222 0.694 -0.336 -0.344 -0.226 0.116 0.112 0.115 0.112 0.078 0.105 0.104 0.105 0.101 -0.489 0.041 -0.136 -0.131 -0.074 0.122 0.119 0.106 0.108 0.105 0.108 0.120 -0.470 -0.002 -0.119 -0.135 -0.067 0.114 0.087 0.095 0.100 0.091 0.130

***

# 2
ORCA calculation (wB97M-V/def2-TZVPD) on C28H53CrNS8SbSi3 as an isolated structure.

```
95
C28H53CrNS8SbSi3 wB97M-V/def2-TZVPD
Cr -1.456 -0.277 0.235
S -1.754 -2.106 -1.445
S -2.917 -1.148 -2.856
S -4.515 -0.403 -1.806
S -3.667 0.980 -0.530
C -2.777 -5.405 0.412
C -1.525 -5.365 1.298
S -0.458 -3.924 1.036
C -0.694 -2.856 2.506
C -2.159 -2.659 2.904
S -3.020 -1.323 2.036
C -4.584 -2.035 1.472
C -4.569 -3.178 0.471
S -4.324 -4.842 1.178
H -2.964 -6.436 0.105
H -2.616 -4.815 -0.492
H -0.897 -6.226 1.060
H -1.779 -5.447 2.357
H 1.050 -2.024 1.556
H -0.244 -3.389 3.350
H -2.209 -2.452 3.975
H -2.712 -3.579 2.732
H -5.049 -1.167 1.000
H -5.168 -2.289 2.359
H -3.820 -3.007 -0.301
H -5.544 -3.202 -0.018
C 2.109 1.392 3.413
C 1.976 -0.092 3.058
C 2.768 -0.353 1.777
C 2.630 -0.890 4.207
C 0.541 -0.626 2.991
C 0.257 -1.693 2.219
H 3.174 1.617 3.532
H 1.602 1.643 4.342
H 1.718 2.041 2.637
H 3.749 0.122 1.853
H 2.256 0.063 0.904
H 2.941 -1.417 1.602
H 3.677 -0.592 4.310
H 2.590 -1.964 4.007
H 2.121 -0.684 5.151
S -1.242 3.772 2.315
C -1.405 2.527 1.143
N -1.197 1.327 1.626
C -0.894 1.344 2.971
C -0.573 0.082 3.753
C -0.369 0.435 5.214
C -0.415 1.704 5.697
C -0.602 2.866 4.902
C -0.871 2.609 3.553
H -1.699 2.720 0.122
H -1.426 -0.591 3.690
H -0.292 -0.398 5.906
H -0.297 1.835 6.769
H -0.636 3.860 5.321
C -0.747 -0.076 -5.324
Si -0.712 1.408 -4.173
C -2.380 2.221 -3.947
C 0.365 2.667 -5.079
Sb 0.355 0.807 -1.898
Si 2.237 -0.642 -2.865
C 1.537 -2.338 -3.232
C 3.016 0.059 -4.432
C 3.618 -0.823 -1.607
Si 1.553 3.055 -1.575
C 0.336 4.470 -1.869
C 2.101 3.143 0.215
C 3.078 3.296 -2.653
H -1.269 0.216 -6.241
H -1.254 -0.945 -4.910
H 0.272 -0.358 -5.597
H -2.877 2.307 -4.920
H -2.255 3.233 -3.553
H -3.031 1.671 -3.269
H -0.184 2.987 -5.972
H 1.314 2.235 -5.400
H 0.574 3.558 -4.487
H 0.646 -2.284 -3.859
H 1.237 -2.834 -2.306
H 2.289 -2.950 -3.739
H 2.413 -0.145 -5.319
H 3.991 -0.419 -4.572
H 3.174 1.135 -4.372
H 3.273 -1.366 -0.726
H 4.008 0.143 -1.276
H 4.444 -1.389 -2.051
H 0.094 4.938 -0.912
H -0.602 4.149 -2.323
H 0.779 5.230 -2.519
H 1.369 2.627 0.834
H 2.143 4.181 0.556
H 3.076 2.680 0.386
H 2.836 3.347 -3.716
H 3.794 2.485 -2.503
H 3.569 4.233 -2.371
```

For the orbital gap (alpha / beta), the calculation gives 5.21 / 5.21 eV. The value obtained for the HOMO energy (alpha / beta) is -2.95 / -2.95 eV. Its energy above the lowest of the compared OMol25 structures with the same formula, charge and spin is 0.658 eV. The total charge is -1. The multiplicity is 5. The calculation puts the LUMO energy (alpha / beta) at 2.257 / 2.255 eV. The value obtained for the total energy is -6492.35587 a.u. The expectation value of S² is 6.03.

From a Löwdin analysis of the wavefunction, the atomic charges in e read: -0.025 -0.038 -0.097 -0.097 -0.022 -0.539 -0.526 0.892 -0.585 -0.450 0.898 -0.508 -0.541 0.852 0.059 0.039 0.060 0.070 0.060 0.111 0.085 0.019 0.032 0.076 -0.016 0.068 -0.033 -0.507 -0.069 -0.034 -0.129 -0.157 0.090 0.065 0.056 0.090 0.065 0.075 0.084 0.085 0.078 1.044 -0.569 -0.104 -0.287 -0.211 -0.102 -0.180 -0.187 -0.508 0.021 0.057 0.086 0.093 0.067 -0.235 0.301 -0.229 -0.223 0.900 0.299 -0.233 -0.218 -0.228 0.308 -0.217 -0.234 -0.231 0.036 -0.026 0.005 0.036 0.019 -0.048 0.034 0.012 0.001 0.010 0.013 0.032 0.014 0.030 -0.005 0.009 0.021 0.032 0.024 0.000 0.030 -0.018 0.039 0.033 0.007 0.015 0.032